No. 1
This record from OMol25 describes a cluster of 2 separate species, CH2F3NS in total at a distorted geometry. The level of theory is ωB97M-V/def2-TZVPD.

Last column: Löwdin charge in e.
CARTESIAN COORDINATES (ANGSTROEM)
C1 -1.17815 -0.10759 -0.00717  -0.453
N1 1.81819 0.21888 -0.45797  -0.537
F1 -1.67055 1.14927 -0.14651  0.086
F2 -1.35578 -0.38305 1.26480  0.106
F3 -2.10937 -0.95364 -0.60229  0.049
S1 2.26972 1.09601 0.79278  0.607
H1 -0.11171 -0.25484 -0.32439  0.099
H2 2.33766 -0.76505 -0.51925  0.043

The value obtained for the lowest unoccupied orbital energy (alpha / beta) is -2.048 / -2.065 eV. As for the net charge: 0. The calculation puts the relative energy (zero: lowest compared OMol25 entry of this formula, charge and spin) at 40.7 kcal/mol. Its gap between HOMO and LUMO (alpha / beta) is 7.3775 / 7.3842 eV.


No. 2
This record from OMol25 describes a structure of composition CH2FIO2S at a distorted geometry. The level of theory is ωB97M-V/def2-TZVPD.

Last column: Löwdin charge in e.
CARTESIAN COORDINATES (ANGSTROEM)
C1 -1.22372 -0.29936 -0.12629  -0.126
O1 0.93844 1.31066 1.24613  -0.409
O2 1.32153 1.02970 -1.21814  -0.459
F1 -1.52408 -0.23025 1.14109  -0.010
S1 0.94077 0.48336 0.05123  0.236
I1 2.37282 -1.45195 0.25140  0.547
H1 -1.65331 0.51666 -0.69849  0.086
H2 -1.17244 -1.35881 -0.64692  0.136

The value obtained for the lowest unoccupied orbital energy is -1.506 eV. As for the net charge: 0. The calculation puts the relative energy (zero: lowest compared OMol25 entry of this formula, charge and spin) at 12.9 kcal/mol. Its gap between HOMO and LUMO is 8.4131 eV.


No. 3
This record from OMol25 describes a structure of composition CH2FMgNaO at a distorted geometry. The level of theory is ωB97M-V/def2-TZVPD.

Last column: Löwdin charge in e.
CARTESIAN COORDINATES (ANGSTROEM)
C1 -0.69611 0.69769 -0.00623  -0.237
O1 1.84252 -0.69159 -0.50916  -0.876
Mg1 1.45178 0.83748 0.44896  0.835
Na1 0.86291 -2.17686 0.18802  0.544
F1 -0.95433 -0.76270 0.12348  -0.281
H1 -1.10234 1.00267 -0.98148  0.017
H2 -1.40443 1.09331 0.73641  -0.002

The value obtained for the lowest unoccupied orbital energy (alpha / beta) is -0.688 / -0.689 eV. As for the net charge: 0. The calculation puts the relative energy (zero: lowest compared OMol25 entry of this formula, charge and spin) at 15.4 kcal/mol. Its gap between HOMO and LUMO (alpha / beta) is 6.4352 / 6.4357 eV.


No. 4
This record from OMol25 describes an isolated molecule of CH2FN at a distorted geometry. The level of theory is ωB97M-V/def2-TZVPD.

Last column: Löwdin charge in e.
CARTESIAN COORDINATES (ANGSTROEM)
C1 0.51708 0.09025 0.03622  -0.063
N1 1.60412 0.63045 -0.04448  -0.055
F1 2.63872 -0.24797 0.02959  -0.089
H1 -0.28477 0.85758 -0.30539  0.114
H2 0.33141 -0.96702 0.31219  0.093

The value obtained for the lowest unoccupied orbital energy is 1.126 eV. As for the net charge: 0. The calculation puts the relative energy (zero: lowest compared OMol25 entry of this formula, charge and spin) at 47.7 kcal/mol. Its gap between HOMO and LUMO is 12.3338 eV.